Entry 1:
20
Properties=species:S:1:pos:R:3 method="wB97M-V/def2-TZVPD" orbital_gap_ev=4.3
C 0.472 0.140 -1.610
C 0.286 -1.147 -0.848
C -0.330 -1.031 0.552
C 0.601 -0.327 1.505
N 1.787 -0.957 1.662
O 0.682 1.052 1.159
N -0.768 0.763 -1.974
H 1.119 0.823 -1.014
H 1.042 -0.030 -2.513
H 1.264 -1.613 -0.694
H -0.364 -1.824 -1.345
H -0.423 -2.059 0.925
H -1.311 -0.506 0.504
H 0.029 -0.284 2.465
H 2.308 -0.593 2.450
H -0.601 1.426 -2.690
H -1.166 1.180 -1.098
H -2.563 2.033 0.932
H -0.310 1.326 1.115
O -1.753 1.628 0.517



Entry 2:
20
Properties=species:S:1:pos:R:3 method="wB97M-V/def2-TZVPD" orbital_gap_ev="10.4 / 5.0" total_charge=+1 multiplicity=2
C -1.023 -1.558 -0.453
C 0.361 -1.008 -0.272
C 0.603 -0.157 1.015
N 0.814 -0.277 -1.487
C 0.380 1.095 -1.664
N 1.149 1.871 -2.492
O -0.554 1.477 -1.019
H -1.173 -2.502 0.049
H -1.776 -0.919 0.008
H -1.256 -1.577 -1.516
H 1.032 -1.871 -0.126
H 0.793 -0.727 1.944
H -0.164 0.589 0.992
H 1.609 0.325 1.116
H 1.790 -0.463 -1.723
H 1.904 1.528 -3.068
H 1.363 2.733 -1.995
H -1.734 -1.267 4.013
H -1.738 -1.449 5.462
O -1.468 -0.788 4.811



Entry 3:
21
Properties=species:S:1:pos:R:3 method="wB97M-V/def2-TZVPD" orbital_gap_ev=10.2 smiles="NCC(=O)NCCS.O"
O 0.843 -1.338 -1.879
C 1.014 -0.576 -0.857
N 0.050 -0.427 0.019
C 0.130 0.254 1.221
C -0.641 -0.537 2.318
S -2.402 -0.639 2.181
C 2.308 0.116 -0.669
N 2.445 1.366 -1.516
H -0.835 -0.968 -0.035
H -0.246 1.373 1.061
H 1.220 0.366 1.492
H -0.394 -0.295 3.321
H -0.191 -1.588 2.393
H -2.448 0.581 1.801
H 3.157 -0.526 -0.896
H 2.453 0.295 0.361
H 2.483 1.147 -2.495
H 1.649 1.960 -1.480
H -0.744 2.134 -3.339
H -0.298 1.054 -2.266
O -1.056 1.661 -2.673



Entry 4:
21
Properties=species:S:1:pos:R:3 method="wB97M-V/def2-TZVPD" orbital_gap_ev=9.5 total_charge=+1
C 1.595 0.954 1.102
C 2.071 1.218 2.504
C -2.779 -0.873 -1.718
C -1.631 -0.242 -0.939
N 1.037 -0.172 0.849
N 1.582 1.974 0.234
O -0.317 -2.569 -0.540
P -0.170 -1.199 -1.172
S 0.842 -1.096 -2.773
H 2.803 0.552 2.818
H 1.322 0.967 3.241
H 2.315 2.220 2.580
H -2.904 -1.984 -1.667
H -3.535 -0.302 -1.372
H -2.794 -0.697 -2.754
H -2.008 -0.308 0.103
H -1.628 0.827 -1.277
H 0.882 -0.694 1.694
H 2.065 2.936 0.278
H 0.938 1.876 -0.497
H 0.312 -3.388 -0.695



Entry 5:
19
Properties=species:S:1:pos:R:3 method="wB97M-V/def2-TZVPD" orbital_gap_ev=4.1 total_charge=+1
C 2.862 0.186 -4.973
C -1.970 0.201 3.494
C -0.811 -1.564 2.350
C -0.735 0.888 1.624
N 2.144 0.821 -4.069
N -1.041 -0.128 2.423
P 0.727 0.682 -3.138
H 3.526 0.767 -5.599
H 2.551 -0.842 -5.056
H -2.843 0.334 2.975
H -2.099 -0.639 4.139
H -1.643 1.202 4.048
H -1.309 -2.203 3.074
H -1.020 -2.001 1.404
H 0.290 -1.739 2.403
H -1.098 1.912 1.900
H -0.153 0.667 0.794
H 2.393 1.804 -3.822
H 0.231 -0.348 -3.974



Entry 6:
19
Properties=species:S:1:pos:R:3 method="wB97M-V/def2-TZVPD" orbital_gap_ev="2.5 / 8.6" total_charge=-1 multiplicity=2
C 0.231 1.588 -1.276
N -0.369 0.425 -0.680
C -0.084 0.259 0.738
C -0.774 -0.993 1.241
S -0.417 -1.344 2.967
C 0.394 1.420 -2.797
N 1.221 0.281 -3.171
H -0.440 2.444 -1.174
H 1.187 1.899 -0.836
H -0.069 -0.425 -1.149
H -0.455 1.128 1.284
H 0.996 0.177 0.908
H -1.858 -0.931 1.134
H -0.453 -1.857 0.652
H 0.856 -1.808 2.757
H -0.622 1.313 -3.192
H 0.825 2.356 -3.190
H 0.806 -0.321 -3.861
H 1.611 -0.233 -2.394



Entry 7:
19
Properties=species:S:1:pos:R:3 method="wB97M-V/def2-TZVPD" orbital_gap_ev=9.5 smiles=NCNCCCS
C -0.176 0.794 -0.367
N 1.272 0.502 -0.458
C 2.058 1.130 0.610
N 2.507 0.081 1.514
C -1.049 -0.240 -0.991
C -1.831 -1.072 0.004
S -3.228 -2.000 -0.832
H -0.388 1.146 0.653
H -0.317 1.712 -0.980
H 1.413 -0.494 -0.558
H 1.365 1.817 1.116
H 2.951 1.619 0.210
H 3.225 0.189 2.206
H 1.940 -0.734 1.666
H -1.776 0.102 -1.730
H -0.434 -0.911 -1.661
H -1.437 -2.004 0.414
H -2.373 -0.636 0.847
H -3.722 -1.002 -1.663



Entry 8:
19
Properties=species:S:1:pos:R:3 method="wB97M-V/def2-TZVPD" orbital_gap_ev=9.9 smiles=NCCNCCS
C 0.724 1.263 1.095
N 0.919 0.474 -0.201
C 0.416 -0.959 -0.071
C 0.068 -1.709 -1.487
S 0.060 -3.525 -1.431
C -0.616 2.105 1.034
N -1.848 1.272 0.882
H 1.636 1.865 1.487
H 0.693 0.456 1.818
H 1.862 0.522 -0.448
H 1.187 -1.552 0.507
H -0.450 -0.970 0.592
H 0.857 -1.406 -2.183
H -0.956 -1.421 -1.761
H 0.900 -3.932 -2.408
H -0.665 2.686 0.073
H -0.741 2.854 1.847
H -2.478 1.714 0.175
H -1.570 0.263 0.481



Entry 9:
19
Properties=species:S:1:pos:R:3 method="wB97M-V/def2-TZVPD" orbital_gap_ev=9.2 smiles=CN[C@H](CN)CS
C 0.949 -0.971 1.847
N -0.011 0.055 1.519
C -0.408 0.413 0.183
C 0.665 1.361 -0.414
S 0.139 2.336 -1.876
C -0.448 -0.893 -0.651
N -0.909 -0.818 -2.032
H 0.905 -1.946 1.366
H 1.991 -0.634 1.968
H 0.809 -1.270 2.902
H -0.422 0.324 2.385
H -1.345 0.959 0.208
H 1.000 2.118 0.279
H 1.515 0.732 -0.607
H -1.176 2.134 -1.718
H -1.071 -1.599 -0.111
H 0.580 -1.258 -0.665
H -0.889 0.073 -2.506
H -1.874 -1.116 -2.080



Entry 10:
19
Properties=species:S:1:pos:R:3 method="wB97M-V/def2-TZVPD" orbital_gap_ev="10.7 / 4.9" total_charge=+1 multiplicity=2
C -0.570 -1.301 0.729
C 0.013 -0.095 0.086
C 0.452 0.862 1.163
S -0.817 1.025 2.494
N 0.915 -0.369 -0.985
C 0.083 -0.648 -2.335
N 0.998 -0.500 -3.440
H -0.141 -1.923 1.542
H -0.853 -2.106 0.040
H -1.668 -0.983 0.871
H -0.941 0.491 -0.358
H 0.685 1.815 0.926
H 1.420 0.466 1.517
H -1.356 2.277 2.074
H 1.591 -1.218 -0.955
H -0.817 0.067 -2.241
H -0.178 -1.669 -2.427
H 1.363 0.424 -3.412
H 0.703 -0.863 -4.359



Entry 11:
19
Properties=species:S:1:pos:R:3 method="wB97M-V/def2-TZVPD" orbital_gap_ev="9.0 / 6.0"
C -0.971 -0.733 2.685
C -0.365 -1.104 1.484
C 0.662 -1.486 -1.792
C -1.975 2.147 -1.229
N 1.974 1.057 0.971
N 1.273 -0.537 -0.905
Si 0.602 0.108 0.571
H -1.591 -1.476 3.151
H -0.649 0.119 3.327
H -0.457 -2.123 1.140
H -0.367 -1.609 -1.435
H 0.677 -1.066 -2.828
H 1.029 -2.541 -1.721
H -1.627 1.642 -2.072
H -2.946 1.663 -0.895
H -2.142 3.298 -1.294
H 2.618 1.333 0.201
H 1.964 1.592 1.825
H 2.289 -0.282 -1.185



Entry 12:
19
Properties=species:S:1:pos:R:3 method="wB97M-V/def2-TZVPD" orbital_gap_ev=10.7 total_charge=+1 smiles="CCCNC(N)=[NH2+]"
C -0.688 -3.021 0.657
C 0.543 -2.091 0.642
C 0.360 -0.640 0.980
N -0.094 0.144 -0.336
C 0.021 1.454 -0.531
N -0.439 2.323 0.356
N 0.391 2.094 -1.772
H -0.271 -4.071 0.772
H -1.598 -2.853 1.291
H -1.123 -2.983 -0.321
H 0.811 -2.158 -0.471
H 1.500 -2.504 1.111
H 1.118 -0.087 1.671
H -0.707 -0.706 1.469
H -0.607 -0.421 -1.024
H -0.353 2.093 1.415
H -0.095 3.281 0.452
H -0.272 2.611 -2.269
H 1.177 1.662 -2.320